Formula: C21H49BNO22P4S
Source: OMol25
Level of theory: ωB97M-V with the def2-TZVPD basis set

Last column: Mulliken charge in e.
Element x y z (Å)
C (-9.06479, -3.80325, -6.87580)  -1.26
C (-8.97895, -3.52866, -5.39413)  -0.12
O (-9.19596, -2.11444, -5.13168)  -0.39
B (-8.36216, -1.46387, -4.32022)  0.65
O (-7.01262, -1.41533, -4.35314)  -0.43
N (-9.05422, -0.54519, -3.27563)  0.01
C (-9.94246, 0.34956, -3.72763)  -0.44
C (-10.57861, 1.20765, -2.87421)  -0.72
C (-10.30956, 1.13177, -1.51395)  0.25
C (-10.96788, 2.11799, -0.57980)  0.24
O (-10.63259, 3.27066, -0.61606)  -0.46
O (-11.92355, 1.64776, 0.23254)  -0.42
C (-9.40093, 0.18538, -1.05008)  -0.09
C (-8.78604, -0.62815, -1.95777)  -0.05
S (-7.63294, -1.88128, -1.36376)  1.33
C (-6.02693, -1.20650, -1.56356)  -0.85
O (-7.84927, -3.03871, -2.18460)  -0.63
O (-7.92416, -1.95499, 0.03828)  -0.69
H (-9.08042, -4.87448, -7.05688)  0.39
H (-9.96379, -3.34939, -7.28791)  0.32
H (-8.21227, -3.37098, -7.39778)  0.31
H (-9.73680, -4.08418, -4.84813)  0.30
H (-8.01123, -3.83831, -5.00196)  0.31
H (-6.64102, -1.34069, -5.23858)  0.32
H (-10.13079, 0.37232, -4.79040)  0.52
H (-11.27894, 1.93576, -3.25450)  0.53
H (-11.95609, 0.68361, 0.25234)  0.39
H (-9.16734, 0.06764, -0.00247)  0.63
H (-6.10753, -0.12591, -1.65752)  0.39
H (-5.51050, -1.40545, -0.62654)  0.30
H (-5.51817, -1.65019, -2.40723)  0.36
C (-3.60260, -0.77870, 2.76065)  -0.68
O (-2.86010, 0.30089, 2.17238)  -0.33
P (-2.29490, 0.10821, 0.71112)  0.85
O (-3.27682, -0.13857, -0.34741)  -0.59
O (-1.23640, -1.06631, 0.78130)  -0.31
C (-0.14267, -0.99772, 1.72085)  -0.60
O (-1.45884, 1.43901, 0.61107)  -0.15
C (-0.79147, 1.72367, -0.62824)  -0.58
H (-4.49287, -0.35776, 3.21977)  0.25
H (-3.89456, -1.51884, 2.01550)  0.31
H (-2.99017, -1.25461, 3.52418)  0.26
H (-0.19176, -1.87628, 2.36077)  0.33
H (-0.18709, -0.09687, 2.32986)  0.36
H (0.79047, -0.99985, 1.16254)  0.13
H (-0.44144, 0.81327, -1.11546)  0.34
H (0.07152, 2.33271, -0.37538)  0.12
H (-1.45179, 2.26691, -1.30116)  0.25
C (4.83791, 1.57149, 4.08007)  -0.58
O (3.63857, 2.37291, 4.03941)  -0.38
P (2.99587, 2.59457, 2.62224)  0.94
O (2.52568, 1.40219, 1.91235)  -0.32
O (4.07286, 3.37205, 1.75570)  -0.25
C (4.67419, 4.57996, 2.25478)  -0.73
O (1.87499, 3.63988, 3.01249)  -0.40
C (1.00076, 4.02458, 1.94249)  -0.60
H (4.73621, 0.84538, 4.88148)  0.34
H (4.99879, 1.04786, 3.13790)  0.12
H (5.69082, 2.21760, 4.27642)  0.29
H (5.75173, 4.43268, 2.28666)  0.21
H (4.31222, 4.82669, 3.25181)  0.38
H (4.43382, 5.39105, 1.57037)  0.28
H (1.54479, 4.11498, 1.00025)  0.30
H (0.55955, 4.98434, 2.19464)  0.32
H (0.22451, 3.26622, 1.84407)  0.09
C (2.99677, -4.00544, 1.02342)  -0.60
O (3.38139, -3.58866, -0.29581)  -0.33
P (4.90068, -3.21137, -0.52140)  0.83
O (5.88996, -4.24548, -0.24538)  -0.72
O (5.15945, -1.91500, 0.36396)  -0.11
C (4.30313, -0.76615, 0.21052)  -0.60
O (4.79552, -2.70817, -2.01741)  -0.30
C (6.02139, -2.32379, -2.65852)  -0.49
H (2.37110, -4.88803, 0.92244)  0.29
H (3.86479, -4.25029, 1.63481)  0.36
H (2.42954, -3.20445, 1.49710)  0.12
H (3.84784, -0.53320, 1.16952)  0.11
H (3.51710, -0.93677, -0.52377)  0.49
H (4.90972, 0.08011, -0.10932)  0.31
H (6.69926, -1.83703, -1.95588)  0.16
H (5.76101, -1.62666, -3.45006)  0.24
H (6.50723, -3.20113, -3.07993)  0.27
C (7.94913, 0.18516, 0.90166)  -0.65
O (8.81236, 0.08708, 2.04885)  -0.30
P (9.29692, 1.45392, 2.67444)  0.99
O (8.25348, 2.34310, 3.17984)  -0.61
O (10.16470, 2.15234, 1.53937)  -0.29
C (11.25661, 1.44485, 0.93354)  -0.75
O (10.32606, 0.91279, 3.74082)  -0.32
C (10.95460, 1.88109, 4.59778)  -0.69
H (7.11603, -0.50004, 1.03175)  0.21
H (7.56660, 1.19857, 0.77345)  0.40
H (8.51406, -0.10182, 0.01508)  0.25
H (11.08022, 1.39730, -0.13918)  0.27
H (11.35438, 0.43507, 1.32957)  0.36
H (12.17401, 1.99795, 1.12432)  0.28
H (11.15491, 2.81035, 4.06363)  0.33
H (11.89238, 1.44624, 4.93065)  0.25
H (10.31435, 2.08388, 5.45340)  0.26

Values from the calculation:
Net charge   +1
Frontier orbital gap   7.070 eV
LUMO energy   -4.6 eV
HOMO level   -11.70 eV
2S+1   1
ΔE to the lowest compared entry with this formula, charge and spin   0.0 kcal/mol

=====

Formula: C21H49MnN8O10
Source: OMol25
Level of theory: ωB97M-V with the def2-TZVPD basis set

Last column: Löwdin spin population.
Element x y z (Å)
Mn (2.54830, -1.70759, 0.49739)  4.70
N (0.14550, -0.19678, -1.23928)  0.01
O (0.12069, 0.98088, -1.36400)  0.01
O (-0.83142, -0.91515, -1.53971)  0.00
O (1.09206, -0.73052, -0.66055)  0.04
C (2.33757, -6.07816, 0.56928)  0.00
C (2.02385, -4.85201, -0.27437)  0.01
O (2.43143, -3.70678, 0.09775)  0.05
N (1.15213, -5.03687, -1.24398)  0.01
C (0.51253, -4.03178, -1.97794)  0.00
H (1.67289, -6.93590, 0.46643)  0.00
H (2.63358, -5.85393, 1.59407)  0.00
H (3.18655, -6.53801, 0.06345)  0.00
H (0.79242, -5.97318, -1.36244)  0.00
H (-0.07288, -4.47794, -2.78187)  0.00
H (1.16947, -3.26884, -2.39562)  0.00
H (-0.19024, -3.44240, -1.38900)  0.00
C (-1.48059, 6.79359, -4.09885)  0.06
C (-0.50422, 5.96486, -3.25381)  0.07
O (0.26318, 6.52752, -2.46271)  0.72
N (-0.35914, 4.62863, -3.46043)  0.12
C (0.57036, 3.70727, -2.75026)  0.01
H (-2.14111, 7.26018, -3.36803)  0.00
H (-2.06539, 6.21193, -4.81145)  0.01
H (-1.00380, 7.59293, -4.66614)  0.00
H (-1.05831, 4.08715, -3.94837)  0.00
H (0.30180, 3.59837, -1.69950)  0.00
H (1.58740, 4.05660, -2.57220)  0.01
H (0.55611, 2.71741, -3.20642)  0.00
C (3.72760, 0.03326, -3.04201)  0.00
C (4.41486, -0.55067, -1.84708)  0.01
O (3.78456, -1.28451, -1.06329)  0.04
N (5.66632, -0.08888, -1.63546)  0.01
C (6.54115, -0.44601, -0.55737)  0.00
H (4.53924, 0.41838, -3.65928)  0.00
H (3.05477, 0.85816, -2.80763)  0.00
H (3.11104, -0.71931, -3.53353)  0.00
H (5.99930, 0.63429, -2.25696)  0.00
H (6.79437, -1.50594, -0.53425)  0.00
H (6.09138, -0.21002, 0.40706)  0.00
H (7.42623, 0.17680, -0.68721)  0.00
C (2.30337, 2.57363, 0.93155)  0.00
C (2.59831, 1.43699, 1.79133)  0.01
O (2.63161, 0.22160, 1.45229)  0.04
N (2.69720, 1.78073, 3.08709)  0.00
C (2.86837, 0.75008, 4.10340)  0.00
H (2.22560, 3.51151, 1.48150)  0.00
H (1.43947, 2.55731, 0.26708)  0.00
H (3.10244, 2.70568, 0.20206)  0.00
H (2.95261, 2.72608, 3.33441)  0.00
H (2.29677, 1.10897, 4.95932)  0.00
H (3.91265, 0.58723, 4.36997)  0.00
H (2.46020, -0.23971, 3.89892)  0.00
C (-4.50504, -0.89038, -0.69039)  0.00
C (-4.97484, -1.98388, 0.19900)  0.00
O (-4.61456, -2.00134, 1.38923)  0.00
N (-5.68722, -3.02615, -0.32437)  0.00
C (-6.14262, -4.11691, 0.46459)  0.00
H (-4.97594, -1.21495, -1.61829)  0.00
H (-3.43591, -0.91075, -0.90167)  0.00
H (-4.94912, 0.03040, -0.31216)  0.00
H (-5.74153, -3.07598, -1.33168)  0.00
H (-6.60565, -4.82313, -0.22459)  0.00
H (-6.94169, -3.84054, 1.15250)  0.00
H (-5.27911, -4.49220, 1.01378)  0.00
C (0.95960, -3.50479, 3.95734)  0.00
C (0.65365, -2.31663, 3.06698)  0.01
O (1.50626, -2.01226, 2.20767)  0.04
N (-0.56161, -1.85282, 2.98269)  0.01
C (-1.04360, -1.01991, 1.88232)  0.00
H (1.74991, -3.20000, 4.64335)  0.00
H (1.47792, -4.17498, 3.27156)  0.00
H (0.06392, -3.98102, 4.35616)  0.00
H (-1.24886, -1.94907, 3.71653)  0.00
H (-0.82613, -1.36039, 0.86995)  0.00
H (-0.46760, -0.10701, 2.03377)  0.00
H (-2.05892, -0.62613, 1.92859)  0.00
C (-5.21581, 4.28009, 1.61199)  0.00
C (-4.21305, 3.62845, 0.61695)  0.00
O (-4.29089, 3.97028, -0.54395)  0.00
N (-3.27689, 2.79162, 1.15015)  0.00
C (-2.18481, 2.17658, 0.31582)  0.00
H (-5.11619, 5.35828, 1.48663)  0.00
H (-4.92569, 4.03502, 2.63368)  0.00
H (-6.23155, 4.04718, 1.29243)  0.00
H (-3.20248, 2.86150, 2.15498)  0.00
H (-2.36750, 2.37734, -0.73984)  0.00
H (-2.20871, 1.08684, 0.31826)  0.00
H (-1.14784, 2.42050, 0.54668)  0.00

Values from the calculation:
Net charge   +2
Frontier orbital gap (alpha / beta)   7.617 / 2.552 eV
LUMO energy (alpha / beta)   -5.0 / -10.1 eV
HOMO level (alpha / beta)   -12.64 / -12.64 eV
⟨S²⟩   12.010
2S+1   7